Record 1
122
Properties=species:S:1:pos:R:3:lowdin_charge:R:1 method="wB97M-V/def2-TZVPD" gap_ev=7.067 relative_energy_kcal_mol=0.0 total_energy_ha=-5477.58533
C 3.6892 -1.8599 5.2969 -0.16
C 3.5838 -2.3599 3.8366 -0.53
S 1.8546 -2.7789 3.3800 0.86
C 1.1585 -1.4056 2.3215 -0.48
O 2.1321 -0.4097 1.9693 -0.44
S 1.7860 1.0727 2.6487 0.99
O 2.0051 0.9014 4.0744 -0.38
O 0.1845 1.3470 2.3484 -0.36
C -0.4145 2.2231 3.3310 -0.19
C -1.0101 1.4585 4.5605 -0.17
O -2.4263 1.4591 4.5275 -0.13
C -2.9199 0.3254 3.8138 -0.07
C -4.4445 0.1617 4.1484 -0.38
F -5.2441 0.6108 3.1561 0.13
F -4.6827 0.9949 5.2047 0.12
C -4.8230 -1.2595 4.6559 -0.34
F -6.0409 -1.2436 5.2278 0.16
F -3.9580 -1.5592 5.6612 0.14
C -4.7733 -2.3982 3.5705 -0.34
F -4.6754 -1.9494 2.3000 0.13
F -5.9473 -3.0776 3.6690 0.13
C -3.6656 -3.4717 3.7802 -0.29
F -2.4137 -2.9433 3.7812 0.08
F -3.8821 -4.2170 4.8808 0.11
H 3.2807 -0.8418 5.4278 0.05
H 4.7463 -1.8279 5.6318 0.07
H 3.1401 -2.5268 5.9852 0.07
H 4.1547 -3.3067 3.7667 0.08
H 3.9975 -1.6503 3.1013 0.05
H 0.8229 -1.9085 1.3947 0.09
H 0.2830 -1.0230 2.8725 0.05
H -1.2410 2.7959 2.8707 0.14
H 0.3444 2.9706 3.6415 0.12
H -0.5499 0.4608 4.6943 0.12
H -0.7243 2.0575 5.4505 0.14
H -2.7444 0.4767 2.7297 0.15
H -2.3228 -0.5387 4.1685 0.12
H -3.7210 -4.1523 2.9055 0.18
C -8.4629 -1.7096 -2.3026 0.09
C -8.0969 -2.9608 -1.9995 -0.23
C -7.3421 -3.2741 -0.7437 -0.31
O -7.0479 -4.4301 -0.5037 0.12
C -6.9879 -2.1666 0.1377 0.08
C -7.3509 -0.9163 -0.1673 -0.22
C -8.1280 -0.6093 -1.4080 -0.28
O -8.4494 0.5459 -1.6293 0.09
O -7.0395 0.1214 0.6184 0.12
O -8.3852 -3.9932 -2.7975 0.12
H -9.0100 -1.4701 -3.2043 0.14
H -6.4303 -2.4022 1.0293 0.11
H -7.4148 0.9103 0.1801 0.12
H -8.0146 -4.7812 -2.3542 0.12
C -12.3362 4.1719 -2.7220 0.08
C -13.6434 3.8992 -2.8071 -0.23
C -14.1507 2.4898 -2.8421 -0.32
O -15.3507 2.2965 -2.9009 0.11
C -13.1730 1.4081 -2.8090 0.08
C -11.8645 1.6803 -2.7281 -0.22
C -11.3622 3.0903 -2.6643 -0.27
O -10.1636 3.2866 -2.5695 0.09
O -10.9424 0.7143 -2.7005 0.10
O -14.5635 4.8666 -2.8636 0.11
H -11.9584 5.1845 -2.6928 0.14
H -13.5497 0.3959 -2.8534 0.14
H -10.0759 1.1712 -2.6412 0.08
H -15.4249 4.4081 -2.9185 0.12
C -5.3430 3.5664 -2.6309 0.07
C -6.6048 3.1944 -2.8948 -0.23
C -6.9703 2.5458 -4.1998 -0.31
O -8.1203 2.2033 -4.3950 0.11
C -5.9131 2.3559 -5.1905 0.08
C -4.6586 2.7326 -4.9227 -0.24
C -4.2881 3.3536 -3.6122 -0.32
O -3.1256 3.6610 -3.4135 0.10
O -3.6682 2.5741 -5.8100 0.11
O -7.5864 3.3808 -2.0133 0.09
H -5.0643 4.0317 -1.6958 0.13
H -6.1906 1.9040 -6.1327 0.13
H -2.8666 2.9231 -5.3738 0.12
H -8.4105 3.0338 -2.4299 0.06
C 7.0071 -1.5459 -0.9186 0.07
C 6.9976 -0.5790 -1.8398 -0.22
C 5.8552 0.3793 -1.9607 -0.31
O 5.9055 1.2530 -2.8055 0.12
C 4.7239 0.2150 -1.0533 0.09
C 4.7325 -0.7541 -0.1319 -0.20
C 5.8895 -1.6938 0.0029 -0.32
O 5.8627 -2.5492 0.8714 0.11
O 3.7091 -0.9326 0.7179 0.05
O 8.0100 -0.4139 -2.7021 0.09
H 7.8294 -2.2423 -0.8207 0.15
H 3.8963 0.9025 -1.1607 0.14
H 3.9666 -1.6927 1.2745 0.09
H 7.7614 0.3503 -3.2591 0.13
C 10.1442 -1.0424 3.3406 0.08
C 9.0598 -0.7881 2.5987 -0.22
C 8.9580 0.4554 1.7628 -0.30
O 7.9625 0.6443 1.0857 0.11
C 10.0693 1.3998 1.8018 0.08
C 11.1501 1.1440 2.5467 -0.23
C 11.2641 -0.1077 3.3588 -0.32
O 12.2765 -0.3014 4.0054 0.11
O 12.1839 1.9908 2.6048 0.11
O 8.0191 -1.6307 2.5695 0.11
H 10.2317 -1.9342 3.9455 0.14
H 9.9772 2.2996 1.2097 0.14
H 12.8317 1.5750 3.2068 0.12
H 7.3676 -1.2310 1.9650 0.08
C 13.0653 -0.6266 -3.0658 0.07
C 11.7723 -0.9179 -3.2540 -0.23
C 11.2902 -1.5537 -4.5231 -0.31
O 10.1090 -1.8175 -4.6422 0.11
C 12.2712 -1.8254 -5.5704 0.08
C 13.5618 -1.5304 -5.3814 -0.24
C 14.0476 -0.9204 -4.1037 -0.32
O 15.2354 -0.6879 -3.9750 0.11
O 14.4854 -1.7646 -6.3215 0.11
O 10.8495 -0.6575 -2.3210 0.10
H 13.4265 -0.1701 -2.1547 0.14
H 11.9091 -2.2681 -6.4879 0.14
H 15.3328 -1.4653 -5.9384 0.12
H 9.9922 -0.9591 -2.6894 0.08

Record 2
98
Properties=species:S:1:pos:R:3:lowdin_charge:R:1 method="wB97M-V/def2-TZVPD" multiplicity=2 gap_ev="7.360 / 6.987" relative_energy_kcal_mol=0.0 charge=+1 s2=0.757 total_energy_ha=-3339.41025
Ru 0.4680 1.2874 0.0513 1.00
N -0.1011 3.0779 3.9889 0.11
C -0.1139 2.3893 2.8240 -0.78
S 0.8558 3.0206 1.5510 0.80
N -0.9156 1.3626 2.7625 0.04
N -0.8776 0.7087 1.5672 -0.07
C -1.6491 -0.3125 1.4393 -0.16
C -2.5711 -0.8259 2.4818 -0.18
C -3.8767 -1.1543 2.1210 -0.05
C -4.7634 -1.6603 3.0597 -0.07
C -4.3473 -1.8468 4.3694 -0.07
C -3.0467 -1.5228 4.7344 -0.06
C -2.1625 -1.0063 3.8018 -0.02
C -1.5072 -1.0145 0.1452 -0.18
C -1.9844 -2.3006 -0.0713 0.02
C -1.6710 -2.9484 -1.2524 -0.02
C -0.8964 -2.2946 -2.1949 -0.03
C -0.4575 -1.0190 -1.9058 -0.16
N -0.7567 -0.3849 -0.7682 -0.01
H 0.6691 3.7006 4.1611 0.09
H -0.5100 2.6208 4.7874 0.11
H -4.2137 -0.9804 1.1048 0.12
H -5.7772 -1.9013 2.7687 0.11
H -5.0348 -2.2428 5.1053 0.11
H -2.7177 -1.6766 5.7537 0.11
H -1.1448 -0.7776 4.0853 0.11
H -2.5587 -2.7935 0.6981 0.12
H -2.0051 -3.9639 -1.4204 0.12
H -0.6168 -2.7673 -3.1263 0.12
H 0.1620 -0.4731 -2.6016 0.11
O 3.2133 1.8937 -0.4701 -0.03
N 1.9868 2.2130 -0.9980 -0.20
C 2.0738 2.9673 -2.0159 -0.05
C 0.9729 3.5948 -2.7558 -0.18
C 1.3762 4.3007 -3.8930 -0.03
C 0.4703 5.0014 -4.6659 -0.05
C -0.8646 5.0349 -4.2926 -0.04
C -1.2782 4.3406 -3.1685 -0.07
C -0.3821 3.6003 -2.3971 -0.28
P -1.0853 2.6761 -0.9841 1.03
C -2.5821 1.9904 -1.7817 -0.34
C -2.3913 1.1351 -2.8686 -0.11
C -3.4672 0.6251 -3.5705 -0.06
C -4.7609 0.9848 -3.2098 -0.07
C -4.9612 1.8665 -2.1621 -0.06
C -3.8788 2.3686 -1.4467 -0.07
C -1.7165 3.9673 0.1263 -0.41
C -2.5917 3.6039 1.1511 -0.14
C -3.0988 4.5662 2.0080 -0.06
C -2.7300 5.8961 1.8541 -0.06
C -1.8254 6.2544 0.8663 -0.06
C -1.3141 5.2933 0.0060 -0.09
H 2.9931 1.3989 0.3641 0.06
H 3.0816 3.2177 -2.3337 0.15
H 2.4230 4.2896 -4.1711 0.12
H 0.8055 5.5253 -5.5509 0.12
H -1.5841 5.5925 -4.8774 0.12
H -2.3224 4.3708 -2.8820 0.12
H -1.3868 0.8954 -3.1858 0.09
H -3.3015 -0.0453 -4.4040 0.11
H -5.6063 0.5870 -3.7559 0.11
H -5.9635 2.1768 -1.8973 0.11
H -4.0598 3.0636 -0.6408 0.09
H -2.8712 2.5658 1.2884 0.10
H -3.7782 4.2767 2.7991 0.11
H -3.1439 6.6517 2.5090 0.11
H -1.5088 7.2844 0.7657 0.11
H -0.5968 5.5806 -0.7516 0.11
C 4.9421 -4.5773 3.1057 -0.04
C 4.8386 -4.6632 1.5953 -0.30
C 4.3679 -6.0290 1.1184 -0.14
C 4.5492 -6.1113 -0.3888 -0.13
C 3.8900 -4.9317 -1.0626 -0.12
C 3.5332 -5.0007 -2.3903 0.06
C 2.8788 -3.9340 -2.9967 -0.26
F 2.5405 -4.0448 -4.2946 0.07
C 2.5438 -2.8066 -2.3086 0.06
C 2.8716 -2.7178 -0.9513 -0.03
C 2.4366 -1.5411 -0.1844 -0.27
O 1.8011 -0.6267 -0.7513 -0.08
C 2.7570 -1.5636 1.1932 -0.03
C 3.4960 -2.5928 1.7108 0.04
N 3.9333 -3.6419 1.0095 0.03
C 3.5721 -3.7631 -0.3354 -0.06
C 2.2848 -0.5061 2.1369 -0.58
O 2.2448 -0.7487 3.3322 0.06
O 1.9813 0.6434 1.6098 -0.25
H 5.5544 -5.4107 3.4469 0.09
H 3.9632 -4.6614 3.5816 0.10
H 5.4222 -3.6594 3.4425 0.09
H 5.8282 -4.4797 1.1630 0.16
H 3.3149 -6.1597 1.3836 0.14
H 4.9431 -6.8065 1.6202 0.12
H 4.1265 -7.0337 -0.7872 0.12
H 5.6170 -6.1195 -0.6255 0.13
H 3.7506 -5.8886 -2.9712 0.14
H 2.0389 -1.9820 -2.7872 0.12
H 3.7552 -2.5475 2.7574 0.13

Record 3
98
Properties=species:S:1:pos:R:3:lowdin_charge:R:1 method="wB97M-V/def2-TZVPD" gap_ev=6.724 relative_energy_kcal_mol=0.0 charge=-1 total_energy_ha=-7408.68916
Tl 3.7676 -21.6000 -7.2522 0.99
C 2.8240 -23.8741 -4.7061 -0.09
O 4.0428 -23.3677 -5.1856 -0.29
C 5.1364 -24.1968 -5.2669 -0.26
C 5.1833 -25.4261 -4.6224 -0.03
C 6.2953 -26.2410 -4.7618 -0.10
C 7.3878 -25.8084 -5.5067 -0.09
C 7.3117 -24.5694 -6.1379 -0.04
C 6.2145 -23.7180 -6.0475 -0.21
N 6.1558 -22.4433 -6.6806 -0.02
N 7.3069 -22.0752 -7.0418 0.07
C 7.6071 -20.8898 -7.6185 -0.13
C 6.6941 -19.8470 -8.0255 -0.38
O 5.4627 -19.9912 -8.0994 -0.18
C 7.2752 -18.5607 -8.3933 -0.01
C 8.5900 -18.3779 -8.5015 -0.04
C 9.5316 -19.4331 -8.2232 -0.19
C 10.9103 -19.2230 -8.4314 -0.06
C 11.8153 -20.2426 -8.2423 -0.10
C 11.3139 -21.5099 -7.8491 -0.10
C 9.9840 -21.7083 -7.6217 -0.05
C 9.0426 -20.6727 -7.8131 -0.10
H 2.5541 -24.8107 -5.2015 0.10
H 2.8464 -24.0364 -3.6334 0.08
H 2.0531 -23.1361 -4.9373 0.09
H 4.3501 -25.7617 -4.0269 0.10
H 6.3035 -27.1958 -4.2521 0.10
H 8.2643 -26.4292 -5.6074 0.09
H 8.1685 -24.2359 -6.7088 0.09
H 6.5677 -17.7804 -8.6651 0.11
H 8.9788 -17.4114 -8.8263 0.11
H 11.2373 -18.2365 -8.7681 0.10
H 12.8758 -20.1191 -8.4338 0.09
H 11.9943 -22.3298 -7.6927 0.09
H 9.6367 -22.6671 -7.2800 0.08
C 6.2450 -23.3327 0.9219 -0.11
C 5.0535 -23.3123 0.2055 -0.09
C 5.0407 -22.7983 -1.0876 -0.13
C 6.1958 -22.2850 -1.6499 -0.37
C 7.3843 -22.3622 -0.9486 -0.10
C 7.4229 -22.8845 0.3409 -0.09
As 5.9414 -21.3715 -3.3707 1.42
C 5.1917 -19.8111 -2.4122 -0.35
C 5.8839 -18.9201 -1.5989 -0.10
C 5.1911 -17.9680 -0.8655 -0.10
C 3.8029 -17.8997 -0.9038 -0.10
C 3.1067 -18.7997 -1.7040 -0.09
C 3.7948 -19.7482 -2.4464 -0.14
C 7.8078 -20.9376 -3.7313 -0.39
C 8.3346 -19.6653 -3.8876 -0.11
C 9.6558 -19.5036 -4.2778 -0.08
C 10.4475 -20.5915 -4.5466 -0.10
C 9.9350 -21.8773 -4.3865 -0.09
C 8.6265 -22.0328 -3.9836 -0.14
H 6.2799 -23.7083 1.9400 0.09
H 4.1450 -23.6755 0.6507 0.09
H 4.1020 -22.7432 -1.6325 0.09
H 8.2767 -21.9780 -1.4140 0.09
H 8.3512 -22.9552 0.8935 0.10
H 6.9597 -18.9915 -1.5093 0.10
H 5.7515 -17.3075 -0.2243 0.09
H 3.2561 -17.1692 -0.3161 0.09
H 2.0258 -18.7809 -1.7049 0.10
H 3.2464 -20.4240 -3.0842 0.09
H 7.7083 -18.7960 -3.7560 0.09
H 10.0588 -18.5124 -4.3986 0.10
H 11.4865 -20.4577 -4.8271 0.10
H 10.5812 -22.7147 -4.6123 0.10
H 8.2240 -23.0421 -3.8936 0.10
Br 1.2571 -14.4925 -8.4723 0.67
C 1.0242 -16.3916 -8.3523 -0.69
C -0.2658 -16.9142 -8.2891 -0.13
C -0.4150 -18.2834 -8.1784 -0.03
C 0.6927 -19.1194 -8.0884 -0.13
C 1.9684 -18.5625 -8.1572 -0.04
C 2.1359 -17.2067 -8.3099 -0.13
C 0.4065 -20.5932 -7.8162 -0.70
O -0.1576 -21.2457 -8.6905 0.02
O 0.7862 -20.9877 -6.6682 -0.15
H -1.1319 -16.2633 -8.3398 0.10
H -1.3972 -18.7320 -8.1680 0.12
H 2.8455 -19.1820 -8.1086 0.05
H 3.1269 -16.8058 -8.4126 0.10
C 2.3903 -16.2626 -4.6864 -0.03
N 3.2049 -17.4236 -4.9072 -0.08
C 4.6387 -17.4061 -4.9572 -0.02
C 4.8981 -18.8626 -5.3283 -0.51
O 6.0137 -19.3315 -5.4140 0.00
N 3.7327 -19.5303 -5.4836 0.12
C 2.7536 -18.6633 -5.1578 -0.43
N 1.4713 -19.0171 -5.0050 0.23
H 2.1530 -16.0709 -3.6350 0.09
H 1.4418 -16.3805 -5.2176 0.08
H 2.8881 -15.3922 -5.1125 0.09
H 5.0881 -17.1520 -3.9940 0.13
H 5.0223 -16.7190 -5.7034 0.13
H 1.1345 -19.8262 -5.5876 0.06
H 0.8352 -18.2695 -4.8017 0.09

Record 4
98
Properties=species:S:1:pos:R:3:lowdin_charge:R:1 method="wB97M-V/def2-TZVPD" gap_ev=5.945 charge=-1 total_energy_ha=-4364.32533
Na -1.1247 -1.0532 1.8260 0.27
Cl -5.3589 0.2576 6.9428 0.61
C -4.8106 -0.0506 5.3165 -0.70
C -3.4952 0.2135 4.9893 -0.06
C -2.9915 -0.0006 3.7051 -0.21
N -1.7222 0.5325 3.4116 0.06
C -0.6342 0.1561 4.0663 -0.56
O -0.3182 -0.9742 4.4940 -0.02
C 0.3327 1.2978 4.3562 -0.21
C 0.9908 1.2882 5.5858 -0.01
C 1.7908 2.3658 5.9225 -0.08
C 1.9328 3.4088 5.0194 -0.08
C 1.2661 3.3122 3.8096 -0.15
N 0.4799 2.2910 3.4789 0.11
C -3.8466 -0.5686 2.7309 -0.21
C -5.1878 -0.7717 3.0685 -0.05
C -5.6692 -0.5240 4.3385 -0.69
Cl -7.3518 -0.8333 4.6807 0.61
N -3.3349 -1.0647 1.5219 0.06
C -4.0691 -0.9359 0.4292 -0.52
O -5.0305 -0.1772 0.1998 -0.03
C -3.7004 -1.9104 -0.6964 -0.21
C -4.4634 -1.8680 -1.8643 -0.03
C -4.2166 -2.7867 -2.8659 -0.07
C -3.2173 -3.7303 -2.6729 -0.08
C -2.5032 -3.6881 -1.4871 -0.16
N -2.7246 -2.8026 -0.5177 0.12
H -2.8431 0.6378 5.7414 0.11
H 0.8574 0.4388 6.2393 0.11
H 2.2980 2.3938 6.8799 0.10
H 2.5485 4.2709 5.2381 0.09
H 1.3779 4.0876 3.0564 0.11
H -5.8641 -1.1567 2.3195 0.11
H -5.2307 -1.1110 -1.9354 0.11
H -4.7996 -2.7750 -3.7794 0.10
H -2.9875 -4.4816 -3.4177 0.10
H -1.7007 -4.4003 -1.3128 0.09
C 3.5974 -0.5274 -4.9825 -0.43
S 4.9647 -0.2852 -3.8353 0.80
C 4.0580 -0.0449 -2.2879 -0.52
C 3.4067 -1.3048 -1.7380 -0.24
C 2.7009 -1.0549 -0.4095 -0.28
N 1.5282 -0.1731 -0.5418 -0.43
P 1.1684 0.7702 0.9242 1.05
C 2.8234 1.5006 1.2472 -0.36
C 3.3794 1.1841 2.4853 -0.12
C 4.6494 1.6255 2.8327 -0.08
C 5.3830 2.3900 1.9395 -0.09
C 4.8402 2.7136 0.7026 -0.09
C 3.5721 2.2723 0.3593 -0.09
C 0.1761 2.0778 0.1133 -0.36
C -1.0348 2.4175 0.7153 -0.09
C -1.8882 3.3233 0.0940 -0.06
C -1.5361 3.8992 -1.1148 -0.09
C -0.3366 3.5545 -1.7267 -0.09
C 0.5042 2.6356 -1.1234 -0.12
P -0.0313 -0.9200 -0.9077 1.06
C -0.5739 0.0136 -2.3698 -0.36
C 0.2858 0.3230 -3.4231 -0.12
C -0.1652 1.0537 -4.5075 -0.08
C -1.4873 1.4874 -4.5451 -0.09
C -2.3416 1.1991 -3.4947 -0.07
C -1.8853 0.4672 -2.4039 -0.07
C 0.3644 -2.5652 -1.5958 -0.37
C 0.2776 -2.8932 -2.9460 -0.10
C 0.5149 -4.1915 -3.3754 -0.08
C 0.8502 -5.1796 -2.4622 -0.09
C 0.9228 -4.8701 -1.1103 -0.08
C 0.6651 -3.5775 -0.6834 -0.13
H 4.0271 -0.6605 -5.9742 0.03
H 2.9476 0.3476 -5.0051 0.02
H 3.0072 -1.4118 -4.7423 0.03
H 3.3144 0.7427 -2.4296 0.06
H 4.7884 0.3457 -1.5758 0.07
H 4.1737 -2.0724 -1.5974 0.12
H 2.6988 -1.7094 -2.4629 0.08
H 3.4125 -0.5700 0.2629 0.10
H 2.4547 -2.0089 0.0659 0.09
H 2.8039 0.5891 3.1890 0.10
H 5.0570 1.3705 3.8029 0.10
H 6.3737 2.7365 2.2068 0.10
H 5.4072 3.3142 0.0015 0.10
H 3.1727 2.5352 -0.6061 0.09
H -1.3072 1.9774 1.6682 0.07
H -2.8369 3.5582 0.5602 0.11
H -2.2074 4.5990 -1.5984 0.10
H -0.0763 3.9722 -2.6915 0.10
H 1.3871 2.3089 -1.6532 0.08
H 1.3177 -0.0018 -3.3745 0.07
H 0.5099 1.2908 -5.3218 0.10
H -1.8424 2.0637 -5.3909 0.10
H -3.3641 1.5546 -3.5048 0.11
H -2.5510 0.2800 -1.5728 0.10
H 0.0051 -2.1365 -3.6695 0.10
H 0.4326 -4.4289 -4.4289 0.10
H 1.0365 -6.1916 -2.7993 0.10
H 1.1571 -5.6387 -0.3848 0.11
H 0.6699 -3.3636 0.3797 0.11

Number 1: M 1254.9 g/mol. Number 2: M 922.0 g/mol. Number 3: M 1101.1 g/mol. Number 4: M 881.8 g/mol.